# 1
A structure of composition C19H27N3O3S at a distorted geometry, computed with ωB97M-V/def2-TZVPD.

- HOMO level (eV) = -8.691
- ΔE to the lowest compared entry with this formula, charge and spin (kcal per mole) = 438.2
- frontier orbital gap (Eh) = 0.3205
- calculated total energy (eV) = -41572.2486

Each line ends with the Mulliken charge.
Geometry (Å):
H 5.087 1.799 1.137  0.360
H 5.690 0.025 -1.136  0.837
N 0.573 0.229 -0.722  -0.351
C -3.885 -1.180 0.071  -0.711
C -1.906 -1.557 1.549  -1.814
N 3.342 -0.523 -0.405  0.043
H 3.146 1.749 1.024  0.213
H -4.245 -0.773 0.999  0.430
O -2.463 0.973 1.811  -0.348
C 1.789 -2.166 -1.259  -0.850
H 5.898 -1.479 -0.644  0.409
C -0.428 4.021 -0.455  0.177
C -1.142 3.351 0.405  -1.095
H 1.526 -1.355 -2.295  0.262
C -6.798 -0.368 -0.245  -1.334
H -0.610 5.355 -0.338  0.005
C 3.223 -1.965 -0.653  0.532
C 0.910 2.683 -1.235  -0.071
H -2.029 3.484 1.083  0.388
C 5.699 -0.478 -0.394  -2.073
C -1.634 0.874 1.147  0.377
N -1.205 -0.538 0.995  0.052
H -2.410 -1.142 2.370  0.735
H -3.218 -2.994 1.117  0.362
H -2.488 -2.518 -0.357  0.934
C -0.828 1.898 0.151  0.403
H 3.532 -0.520 2.174  0.440
H -6.404 -1.703 -1.997  0.323
O 3.945 -3.059 -0.416  -0.622
C 0.509 3.905 -1.255  -0.950
H 4.593 -1.912 1.678  0.249
H 5.350 -0.247 2.343  0.394
H 4.030 1.900 -0.335  0.764
C 4.469 -0.148 0.427  1.792
H -7.614 0.142 -0.961  0.321
C -5.728 -1.098 -1.270  -0.385
C -0.070 -0.660 -0.095  0.299
H -3.413 -0.496 -0.524  0.527
H 6.621 0.223 0.165  0.278
C 0.295 1.472 -0.544  0.384
C 4.498 -0.596 1.714  -1.599
H -6.316 0.452 0.186  0.360
C 4.183 1.443 0.442  -1.773
H 1.764 -3.224 -1.588  0.420
H 1.740 2.163 -1.973  0.182
H 1.135 4.601 -1.590  0.514
C -2.851 -2.309 0.426  -1.004
H -1.237 -2.256 1.895  0.622
S 0.321 -2.266 0.052  -0.115
H 2.428 -0.116 -0.441  0.118
H -7.101 -1.017 0.266  0.526
H -5.511 -0.288 -1.868  0.400
O -4.759 -1.788 -0.633  -0.339


# 2
An isolated molecule of C19H27NO6, computed with ωB97M-V/def2-TZVPD.

- HOMO level (eV) = -8.495
- ΔE to the lowest compared entry with this formula, charge and spin (kcal per mole) = 2.4
- frontier orbital gap (Eh) = 0.3357
- calculated total energy (eV) = -33916.3905

Each line ends with the Mulliken charge.
Geometry (Å):
H -4.929 -3.553 3.300  0.376
O -0.679 -1.675 3.349  -0.538
C 3.960 1.334 -1.529  -1.154
C 1.024 0.611 -4.458  -1.615
H 0.295 -3.726 1.941  0.305
H -1.799 -3.247 4.124  0.189
C -5.640 -1.532 3.552  -1.100
C -1.545 0.717 0.777  0.123
C 1.002 3.225 -0.052  -0.800
C -1.469 -1.061 2.425  0.001
H 4.232 2.621 -3.235  0.257
H 4.654 1.900 -0.908  0.516
C 1.620 1.157 -2.066  -0.489
H -5.337 -1.484 4.595  0.312
C -0.858 -0.028 1.730  -0.026
O 3.374 3.410 0.133  -0.682
C -0.653 -3.944 2.427  -1.058
H -0.037 -3.243 4.375  0.390
H -1.457 -3.779 1.713  0.254
O 0.296 2.142 0.541  -0.274
C 2.442 2.824 -0.383  1.019
C 4.268 1.538 -3.018  0.548
C -2.835 -1.339 2.179  0.974
H 0.464 3.580 -0.939  0.411
H 1.071 -0.454 -4.248  0.369
C 5.632 0.976 -3.388  -1.581
C -3.501 -0.605 1.201  -0.239
H -4.536 -0.812 0.982  0.351
H 5.662 -0.089 -3.173  0.359
H 1.605 0.084 -1.842  0.101
H 1.955 2.439 -3.767  0.272
H 0.010 0.966 -4.296  0.406
H -5.114 -2.670 1.773  0.352
H 1.301 0.771 -5.495  0.391
C -2.871 0.403 0.502  -1.481
H -5.508 -0.547 3.111  0.363
O -3.415 -2.327 2.916  -0.383
H 0.174 0.189 1.951  0.580
H -0.664 -4.987 2.730  0.386
O -1.391 2.369 -0.926  -0.667
H -3.402 0.967 -0.250  0.469
H 4.028 0.267 -1.290  0.285
O 3.293 0.879 -3.806  -0.388
C -0.906 1.819 0.037  0.564
C -0.833 -3.053 3.650  -0.234
H 6.409 1.481 -2.822  0.407
H -6.690 -1.805 3.502  0.388
H 5.810 1.118 -4.450  0.369
H 0.629 1.567 -1.899  0.260
C -4.804 -2.578 2.821  -0.563
N 2.615 1.793 -1.234  0.165
H 1.058 4.033 0.684  0.331
C 1.990 1.356 -3.549  0.432


# 3
A structure of composition C19H28BFeN7Si at a distorted geometry, computed with ωB97M-V/def2-TZVPD.

- HOMO level (spin up / spin down) (eV) = -6.777 / -6.892
- frontier orbital gap (spin up / spin down) (Eh) = 0.2709 / 0.2695
- calculated total energy (eV) = -73531.2270
- multiplicity = 5

Each line ends with the Löwdin spin population.
Geometry (Å):
B 0.469 0.494 -3.404  0.001
C 0.051 2.780 -0.579  0.004
C 0.401 3.742 -1.539  0.002
C -1.664 -2.634 0.327  0.084
H -3.188 0.047 0.662  0.002
H -2.499 1.668 0.397  0.001
H -3.544 1.363 1.801  0.002
C 3.732 0.041 1.684  -0.001
C -0.821 2.098 3.177  0.003
C 3.906 -0.318 3.027  0.009
H -2.439 -2.956 -0.374  0.004
N 0.075 1.552 -1.142  0.053
C -1.881 -0.309 -4.251  0.022
H 4.595 0.226 1.043  0.000
H -2.040 -1.747 3.087  0.000
C 2.784 -0.555 3.830  -0.001
C 1.498 -0.476 3.295  0.009
H -2.910 -0.431 3.908  0.000
H -0.213 2.925 0.461  0.000
C 2.704 -2.311 -2.313  0.004
N -0.976 -0.061 -3.300  0.011
C 2.450 0.179 1.157  0.009
H -1.634 -0.097 -5.282  0.002
C 1.299 -0.128 1.927  0.011
N 0.035 -0.067 1.359  0.089
H 1.804 -2.663 -0.282  0.000
C 1.847 -2.130 -1.223  0.013
H 0.454 4.801 -1.392  0.000
C -3.027 -0.826 -3.650  0.008
H -2.102 -2.590 1.326  0.005
Si -1.331 0.525 2.322  0.018
N 0.456 1.727 -2.469  0.002
H -1.268 -0.853 4.413  0.000
N 0.995 -1.100 -1.484  0.045
H 0.940 3.352 -3.706  0.000
H 2.734 -1.113 -4.238  0.001
H 2.904 -0.808 4.885  0.000
C -2.761 0.927 1.164  0.014
H -1.256 -1.567 0.009  0.034
N -1.492 -0.427 -2.031  0.044
H 0.634 -0.693 3.927  0.000
H -0.425 2.838 2.471  0.000
C 0.650 3.035 -2.718  0.001
H 0.796 0.767 -4.519  0.000
H 4.909 -0.405 3.448  0.001
H 2.313 0.539 0.139  0.000
H -3.401 -1.229 -1.476  0.001
H -0.858 -3.368 0.322  0.001
Fe -0.491 -0.439 -0.505  3.439
C -2.767 -0.876 -2.280  0.030
H -0.052 1.913 3.938  0.000
C 2.350 -1.340 -3.254  0.011
C -1.925 -0.756 3.541  0.003
H 3.474 -3.051 -2.405  0.000
H -1.699 2.536 3.674  0.000
H -3.929 -1.136 -4.145  0.001
N 1.336 -0.615 -2.762  0.006


# 4
A structure of composition C19H28CeClO2 at a distorted geometry, computed with ωB97M-V/def2-TZVPD.

- HOMO level (spin up / spin down) (eV) = -12.180 / -12.181
- ΔE to the lowest compared entry with this formula, charge and spin (kcal per mole) = 20.0
- frontier orbital gap (spin up / spin down) (Eh) = 0.2700 / 0.2698
- calculated total energy (eV) = -49696.7570
- total charge = +1

Each line ends with the Mulliken charge.
Geometry (Å):
C -2.252 -1.403 2.194  -0.673
Ce 0.413 -0.856 2.292  1.082
H -1.667 -2.943 3.741  0.526
C -1.020 1.455 -0.665  1.330
C -0.006 1.776 -1.798  -1.018
H -1.830 -0.077 -1.941  0.124
H 0.866 -0.283 -1.719  -0.685
H -0.250 -1.738 -5.855  0.264
C 0.841 0.662 -1.152  0.427
H 2.059 -1.937 -2.447  0.176
C -0.081 -0.590 -4.066  -0.162
C 1.017 1.738 2.995  -0.347
H -1.680 2.439 1.214  0.218
H 0.599 1.081 5.090  0.640
H -1.160 -0.350 -4.173  0.388
C -1.746 0.406 3.532  -0.527
H 1.853 0.940 -0.819  0.517
C 1.198 -2.335 -3.020  -0.325
C 2.839 0.347 2.696  -0.809
H 2.649 -0.629 4.730  0.530
H 0.467 0.375 -3.960  0.108
H 0.279 2.520 2.839  0.501
C 1.465 -2.404 -4.529  -0.554
C 0.552 -1.341 -5.233  -0.661
H 0.510 2.752 -1.685  0.367
Cl 1.425 -3.007 3.140  -0.366
H 2.222 1.847 1.118  0.698
H -2.861 0.225 -0.481  0.221
O 0.084 -1.410 -2.839  -0.403
C 2.042 1.363 2.078  -0.345
H 1.248 -3.404 -4.913  0.281
C 1.177 0.960 4.179  -0.730
H -2.686 -1.985 1.378  0.552
C -2.201 0.688 -1.229  -1.122
C -1.714 -1.902 3.426  -0.525
C -1.326 -0.774 4.222  -0.759
H -1.804 1.413 3.945  0.526
H -2.632 0.705 1.511  0.876
H -2.826 1.384 -1.812  0.418
H 2.500 -2.173 -4.807  0.290
H -1.743 3.464 -0.230  0.453
C -2.244 0.022 2.262  -0.495
H -0.199 3.071 0.503  0.355
C 2.284 0.080 3.990  -0.540
H 3.738 -0.099 2.268  0.484
O -0.097 0.454 -0.071  -0.174
H -0.366 1.624 -2.837  0.308
H -0.819 -0.799 5.183  0.575
H 1.126 -0.671 -5.883  0.293
C -1.185 2.651 0.262  -1.632
H 0.944 -3.335 -2.622  0.323